[1]
This record from the Open Molecules 2025 dataset describes a 2-piece molecular cluster, CH5FOP2 overall. The level of theory is ωB97M-V/def2-TZVPD.

```
10
Properties=species:S:1:pos:R:3:forces:R:3
C 1.93284 -0.04728 -0.18818 -0.5087 -1.0464 -0.8457
O 0.90190 0.17111 -1.16073 -1.8437 0.4012 0.1209
F -0.73686 1.11988 0.51908 0.0511 -0.2781 -0.7972
P -3.55462 0.57368 0.32222 -0.3498 0.2680 -0.1763
P -0.70632 0.05232 -0.75468 2.2132 0.6819 0.8873
H 2.68814 -0.43463 -0.87878 0.6304 0.1153 0.9773
H 1.62801 -0.80929 0.57309 0.2354 0.4898 -0.6022
H 2.18116 0.87836 0.30401 0.2909 0.2561 0.0856
H -3.94347 -0.50841 1.13032 -0.0463 -0.2935 0.2117
H -0.39080 -0.99576 0.13364 -0.6725 -0.5943 0.1387
```
Positions in Å, forces in eV/Å.

Properties
Max |F| in eV/Å: 2.48
Molecular weight in g/mol: 114.0
Frontier orbital gap (spin up / spin down) in eV: 7.205 / 7.115
ΔE to the lowest compared entry with this formula, charge and spin in kJ/mol: 271.1
Lowest unoccupied orbital energy (spin up / spin down) in eV: -1.4 / -1.6

---

[2]
This record from the Open Molecules 2025 dataset describes a 2-piece molecular cluster, CH5FP2 overall. The level of theory is ωB97M-V/def2-TZVPD.

```
9
Properties=species:S:1:pos:R:3:forces:R:3
C -0.19553 -0.51815 0.24316 1.6741 3.2203 5.3709
F -0.35797 -1.72034 -0.11011 -0.0185 -4.3999 -1.7338
P 1.47470 0.34929 -0.05087 -0.4356 -0.1792 -0.9691
P -1.79626 0.35247 0.05338 -0.2275 0.4828 1.5293
H -0.12338 -0.62812 1.92530 -0.1316 0.4857 -3.7381
H 1.41461 0.37342 -1.51022 -0.1046 0.0337 0.7615
H 2.45734 -0.70814 -0.10272 -0.7922 0.0567 0.2822
H -1.53562 0.95747 -1.12504 0.2442 0.4584 -1.7826
H -1.33789 1.54211 0.67713 -0.2083 -0.1585 0.2798
```
Positions in Å, forces in eV/Å.

Properties
Max |F| in eV/Å: 6.48
Molecular weight in g/mol: 98.0
Frontier orbital gap in eV: 10.373
ΔE to the lowest compared entry with this formula, charge and spin in kJ/mol: 365.5
Lowest unoccupied orbital energy in eV: 0.6